ORCA calculation (ωB97M-V/def2-TZVPD) on C56H122N6O6 as an isolated structure.

Last column: Mulliken charge in e.
CARTESIAN COORDINATES (ANGSTROEM)
C  -2.394086  -1.836542  -0.770637  -0.290
H  0.879794  -1.226762  -1.035857  -0.827
C  -0.341346  0.821678  -2.773457  -0.570
H  -3.132176  -2.107752  -1.525467  0.186
H  -4.217066  -0.690002  3.636063  0.343
O  0.851134  1.479158  -0.995757  -0.740
O  -2.756666  1.194918  -1.472977  0.997
H  2.009194  2.844788  -0.873457  -0.442
O  1.172974  -0.275792  0.395723  1.178
H  -4.711566  -0.430832  -5.490377  0.531
H  6.979884  -0.047242  1.545223  0.422
C  4.920864  -5.352122  -2.951537  -1.407
H  3.793864  5.854428  0.235873  0.362
H  -4.591286  -4.262692  -3.321737  0.437
H  3.548454  4.363498  2.972983  0.444
C  -0.344736  3.578328  3.506533  0.952
H  4.049084  2.896068  0.608763  -1.305
C  -4.811386  -2.256032  -4.220247  0.397
N  -2.813126  2.616968  1.319193  1.421
H  -3.790376  4.523278  -1.433387  0.764
C  5.025194  0.465468  -0.621977  -2.155
H  -0.102216  5.629478  1.287783  0.286
C  0.169204  -4.191362  -2.666647  -2.256
H  -3.329896  0.467578  1.140023  -0.962
C  6.440294  0.895658  1.456363  -1.082
H  -2.219966  -0.241402  2.241703  -0.353
H  -2.124286  4.464238  1.951023  0.501
H  0.250364  -3.429542  0.916933  2.094
C  -2.229536  -0.619222  -6.598057  -0.925
H  -1.157086  0.109108  0.889023  -0.124
H  -3.618786  -1.833762  1.074763  0.425
C  -3.163346  4.236308  -0.589237  -0.893
H  -3.954366  2.155018  -0.407457  -0.323
H  1.884104  -0.269772  1.972463  -0.587
C  3.109784  5.080238  2.278733  -0.504
H  2.580914  1.234638  2.525443  -0.577
C  0.526104  0.362908  -0.466927  -0.463
H  -3.080096  0.523378  -3.909917  1.116
C  -2.669786  3.651998  2.431433  -1.401
C  -2.663076  -3.517812  -4.050127  -0.514
H  0.560804  1.432628  -2.804777  0.505
H  -5.885286  -2.439262  -4.255897  0.574
H  1.030644  6.858758  1.979983  0.408
C  6.128254  1.323718  -0.006917  -0.248
C  3.168684  -3.484852  -2.254147  -0.938
C  1.485264  -1.692362  -1.813497  0.387
H  4.266284  3.887048  -0.886967  1.047
H  3.019174  6.039248  2.788803  0.468
H  2.379844  -1.069962  -1.792377  0.465
H  5.458464  -6.208502  -2.544467  0.398
H  -0.910856  -2.951932  -3.992217  -0.362
C  1.021904  -4.237502  -1.332827  -0.204
C  1.444954  3.472598  1.169733  0.735
H  -1.072046  4.293928  3.123073  0.264
H  -0.770116  -3.690362  3.006153  0.763
H  3.550134  -2.134662  1.426123  0.164
H  -3.518736  -0.269952  0.230193  1.031
H  0.040834  3.064828  -0.697067  -0.053
C  -3.733436  3.064968  0.150453  0.049
H  4.735574  1.718078  2.789103  0.310
H  -0.946156  1.229388  -4.783997  0.622
H  -1.446656  4.745428  -1.697147  0.749
H  -4.495076  -4.112422  -5.066117  0.429
H  1.111974  -1.305842  5.137263  0.277
C  -2.905446  -3.450302  4.940223  -1.504
H  -0.295286  2.625728  2.979083  0.838
H  -0.589986  0.711738  -1.422997  -2.035
H  4.796364  -4.439932  -1.094937  0.267
H  3.218484  -2.032192  0.283793  -0.438
C  -4.274076  -1.424192  -5.390697  -0.721
H  -5.527086  1.530518  1.882833  0.339
C  -3.324686  1.264568  1.883583  -0.630
H  -1.964586  -3.279972  -5.983747  0.670
H  0.322214  -4.029762  -0.523267  -0.377
H  -2.290426  -4.345192  5.035193  0.378
H  -1.578716  -1.925962  4.905623  0.158
H  -2.189926  -3.724502  0.096373  0.780
H  -3.824526  -3.853992  4.515473  0.394
H  6.965874  1.443958  -0.693957  0.575
H  -0.151906  -0.067352  -2.171927  -0.558
H  1.305294  -1.854572  -4.061547  0.652
H  -3.607216  4.120308  2.731463  0.455
H  -0.904976  4.255198  5.396853  0.503
C  -2.207556  -2.356262  4.126203  0.445
O  -0.694546  -0.032102  -0.825197  0.795
C  -1.511316  -2.995002  -0.345687  -1.076
H  -2.337096  0.478768  -1.955337  -2.855
H  3.165144  -0.503402  -0.238007  -0.548
H  -2.448366  -3.225272  -3.022307  0.114
H  -1.390876  1.285888  0.325083  0.960
H  -1.797936  -1.051762  -1.236277  1.389
H  4.853174  -1.870652  2.554743  0.507
C  -1.477016  -2.885782  2.803573  -1.013
H  5.445584  0.307608  3.294963  0.467
H  -1.077436  -2.482662  -2.335977  -1.047
H  2.807834  -3.461492  -3.282417  0.788
H  -2.239446  -3.442362  2.258573  0.450
H  5.448204  -0.514872  -0.841317  0.429
H  -2.542946  1.013838  2.600613  0.773
C  -0.963806  0.328028  -4.171347  -1.827
H  0.211084  -0.819532  -3.439997  -1.182
N  1.649504  4.665288  2.119293  0.487
H  -1.153416  -0.773412  -6.677427  0.374
C  5.145844  0.799498  2.369603  -0.623
H  5.219104  -1.758182  0.869013  0.379
H  -0.690816  -4.850552  -2.548577  0.842
N  -2.720286  -1.236952  -5.264577  0.336
H  -0.912196  -2.438012  -5.058507  0.763
C  0.718844  -1.739412  -3.149997  -0.684
N  -0.837126  -1.791952  1.826393  1.572
C  -0.303766  -2.555642  0.574403  -2.115
H  -3.226436  -2.932192  5.843903  0.428
H  -1.322756  -3.489472  -1.298607  0.529
H  -2.138006  3.263798  3.300123  -0.200
H  0.515974  -0.270832  3.837033  0.072
C  3.898734  5.034628  0.946523  -1.411
C  4.443564  -1.535502  1.601853  -0.655
H  -4.681056  3.444258  0.532883  0.375
C  -0.713466  3.285138  4.938143  -1.494
H  0.871354  -1.988502  3.151303  1.044
H  0.732494  -4.776762  -3.393367  0.263
H  -1.096876  1.314008  -2.161187  0.405
H  3.123984  1.245338  0.155583  -0.348
H  4.693894  0.871338  -1.577807  0.602
H  -4.534506  -1.871892  -6.349787  0.429
H  3.508844  -5.586412  -1.398327  0.446
H  -0.530936  4.302698  0.366563  -0.174
H  1.750874  -2.853642  0.885233  0.003
H  -2.236826  -4.515682  -4.153387  0.846
H  -5.004866  -0.777712  2.033133  0.253
C  -0.348446  -2.834622  -3.065907  1.290
H  0.396074  3.256128  0.967023  0.076
N  4.000674  -0.062552  1.677823  1.533
H  1.501734  -5.165502  -1.021877  0.978
H  3.168424  -3.763012  0.406743  1.199
C  -2.970976  -1.173402  0.498253  -0.448
C  -1.779586  -0.664392  1.338783  0.335
C  2.222254  3.667148  -0.190487  -1.471
C  -1.836916  3.864138  -1.188107  -1.264
C  4.053174  -4.746922  -1.830827  -0.687
H  1.779164  3.741248  4.030933  0.327
H  4.237464  -5.655952  -3.744477  0.349
C  -3.877606  0.487308  -1.486827  -0.679
H  1.224824  0.470648  5.241993  0.489
H  5.524344  -4.492862  -3.244077  0.354
C  0.348654  -1.224802  2.575433  -1.227
H  0.436674  -1.917322  0.092303  -0.488
H  3.823774  -2.619012  -2.350507  0.602
H  -2.558026  -1.008622  -3.221427  0.267
H  1.347734  6.111808  0.516673  0.425
H  4.938724  4.972218  1.266893  0.577
H  3.039684  -1.520402  3.895403  0.389
C  2.561414  -2.892662  0.157493  0.235
H  -1.749276  2.945768  4.933463  0.401
O  -4.812166  0.706998  -0.657947  -0.674
N  2.017334  -3.048492  -1.292417  0.977
C  -2.369236  -0.295082  -4.023497  -0.218
O  -3.767996  -0.540652  -2.221347  -0.275
H  -1.938846  3.092698  -1.951377  0.050
C  2.734634  0.155728  2.505053  0.987
H  -5.853346  -0.241592  3.423423  0.600
H  3.443984  0.052078  4.541463  0.446
H  -2.981436  -1.652882  3.818843  -0.909
H  -4.806726  1.963208  3.416803  0.409
H  1.055784  -0.897792  1.813113  -0.610
C  -1.362696  2.276978  0.777883  1.284
C  1.000724  4.316348  3.529523  -1.338
C  1.305984  -0.390302  4.578463  -0.776
H  -0.845546  2.160188  1.730253  -1.748
C  -4.880016  -0.180782  2.936563  -0.916
C  -4.215816  -3.632652  -4.128077  -1.513
C  0.936004  5.884688  1.500033  -0.640
H  -4.607866  -1.830032  -3.237797  -0.370
C  2.719834  -0.478762  3.923483  -0.700
C  3.717584  0.331888  0.192343  0.164
C  -1.985346  -2.619862  -5.116617  -0.590
H  1.860164  2.649238  1.750933  -0.424
C  -0.828346  3.371178  -0.115017  0.636
H  7.061944  1.710238  1.827983  0.534
H  -2.536216  0.421618  -6.494667  0.403
C  3.742544  3.788968  0.063923  0.813
H  -2.743026  -1.198552  -7.365397  0.375
H  -3.003146  5.102028  0.053373  0.323
C  -4.710396  1.291318  2.563933  -0.531
H  -0.328836  -0.416142  -4.652117  1.077
H  0.947744  5.254708  4.081573  0.471
H  -0.100586  2.575868  5.494383  0.316
H  5.697694  2.324698  0.020493  -0.142
H  1.817104  4.504018  -0.759367  0.991
H  -0.056536  -0.459242  3.237123  -0.099

Force components x, y, z for each atom (eV/Å):
C -0.192 -0.369 0.992
H 0.698 -1.924 -1.636
C -0.163 0.218 -6.562
H -0.002 -0.717 1.034
H 0.159 0.785 -0.201
O 1.215 -3.308 2.597
O 0.630 0.684 -0.207
H 0.254 0.162 0.721
O -0.711 1.792 -2.019
H 0.196 0.168 0.550
H 0.087 0.085 -0.163
C -1.390 1.261 0.202
H -0.181 0.517 0.690
H 0.017 0.333 0.098
H 0.053 -0.028 0.014
C 3.127 1.527 0.939
H 0.130 0.168 -0.125
C -0.350 -0.214 1.168
N -0.147 -0.853 -0.509
H -0.493 0.062 0.393
C -0.045 -0.197 0.145
H 0.094 0.273 0.625
C 1.315 -1.547 1.234
H -0.316 2.548 0.855
C -1.109 0.808 -0.350
H 1.237 -1.763 -0.148
H -0.121 -0.093 0.102
H -0.811 0.141 0.811
C -0.807 -0.736 1.547
H -0.617 -1.747 1.173
H 0.124 0.009 -0.042
C 0.905 -0.407 -0.703
H -0.153 1.263 0.645
H 3.208 1.943 0.574
C -0.707 -0.912 -0.713
H 0.203 -0.133 0.205
C 2.841 3.595 3.195
H -0.306 -0.563 -0.731
C -1.790 -0.246 -1.746
C -1.293 -0.452 0.426
H -0.710 -0.221 -1.424
H -0.138 0.685 -0.447
H 0.035 -0.549 0.984
C -1.306 0.256 0.447
C 1.266 -0.007 0.455
C 0.289 -0.463 -0.843
H 0.234 0.038 0.248
H 0.601 0.092 -0.261
H 0.054 -0.023 -0.620
H 0.213 0.290 -0.277
H 2.473 -0.348 2.989
C -1.672 1.578 -0.071
C 2.225 0.188 -0.152
H 1.745 -0.355 0.306
H 0.733 0.609 0.087
H 1.519 0.792 1.960
H -0.329 -1.847 -0.508
H -0.668 0.048 0.522
C -0.405 0.966 1.098
H -0.278 0.339 -0.971
H -0.397 -0.225 -0.374
H 0.407 -0.019 0.076
H 0.142 -0.606 -0.039
H -0.130 0.202 0.155
C -0.569 -0.341 -0.865
H 0.234 0.633 0.100
H -2.597 1.411 0.192
H -0.327 0.282 0.385
H -1.572 -0.854 -2.479
C 0.302 -0.248 0.818
H 0.273 0.066 -0.248
C -1.267 3.477 1.104
H -1.028 0.779 -0.956
H 0.630 -0.546 -0.818
H 0.256 0.278 0.800
H 0.618 0.534 -0.671
H 0.270 -0.073 0.834
H -0.102 0.308 -0.451
H 0.288 -0.544 0.383
H 1.004 0.417 -4.426
H 0.875 -0.566 0.183
H -0.413 -0.599 -0.213
H 0.805 -0.074 0.792
C 0.499 -0.513 -1.151
O 2.142 -1.514 6.744
C -0.881 0.072 0.321
H 0.738 0.234 -0.467
H 0.065 0.860 0.376
H -0.349 0.083 -0.435
H -0.649 1.902 -0.258
H -1.223 -2.066 -0.004
H 0.063 0.425 0.153
C -1.559 0.769 0.472
H -0.198 -0.634 -0.211
H 0.705 0.211 -0.766
H -0.700 -0.900 0.210
H -0.185 0.487 -0.327
H -0.157 -0.222 -0.075
H -0.670 1.109 0.559
C -0.467 1.284 0.679
H 1.340 -1.549 1.365
N -1.867 1.069 -0.236
H -0.135 0.322 -0.025
C 0.890 -0.862 -1.105
H -0.296 0.547 -0.236
H -0.073 -0.135 0.524
N 0.361 -0.235 -1.430
H -0.796 1.039 -0.916
C 0.559 -1.564 -0.421
N 0.319 -2.488 -0.474
C -2.530 -0.570 0.346
H 0.340 -0.698 0.399
H 0.737 -0.230 1.346
H -1.756 -0.505 -1.021
H 4.440 1.917 5.485
C 1.273 -0.349 -0.009
C 0.197 0.549 2.426
H -0.039 -0.563 0.746
C -1.457 0.753 0.179
H -0.833 -0.251 0.144
H 0.171 0.648 -0.645
H 0.259 2.026 -2.525
H 0.012 -0.373 0.209
H 0.132 0.079 -0.167
H 0.625 -0.459 -0.047
H -0.489 0.336 0.121
H -0.745 -0.377 0.156
H 0.735 0.158 -0.432
H 0.093 -0.063 -0.136
H 0.119 0.032 0.102
C 1.817 0.284 0.687
H 1.998 0.479 1.395
N 1.125 0.266 0.212
H 0.377 0.156 -0.750
H -0.018 -0.171 -0.359
C 1.882 -0.818 -1.249
C 0.061 -2.579 2.534
C 0.188 -0.375 0.524
C 0.598 -0.264 -0.240
C -0.410 0.304 0.144
H 0.034 -0.227 -0.057
H 0.451 -0.159 -0.298
C -5.513 -3.523 1.050
H 0.414 -0.111 0.409
H 0.615 -0.682 -0.616
C -3.143 -2.681 -3.022
H -1.381 -0.605 0.775
H 0.341 0.154 0.657
H 1.152 0.627 -0.583
H 0.299 -0.487 0.011
H 0.180 0.780 0.084
H -0.007 -0.026 -0.165
C -0.422 -0.936 -2.153
H -0.006 -0.767 0.255
O 1.208 0.329 -1.952
N 0.918 -1.507 -0.305
C 1.471 -1.124 -2.684
O -3.069 2.780 2.166
H -0.192 0.380 0.045
C 0.555 -0.899 0.594
H -0.107 -0.237 0.095
H -0.022 -0.176 0.216
H 0.577 -0.015 0.102
H 0.309 -0.068 0.092
H -2.931 -1.162 0.929
C -1.799 0.941 0.824
C 1.306 -0.126 -0.963
C 1.696 1.618 2.043
H 0.131 -0.214 -0.800
C -2.075 -0.168 0.449
C 1.385 -0.174 -2.163
C -0.050 -0.350 -0.849
H -0.442 0.609 -0.639
C 0.157 0.894 -0.283
C 1.892 -0.033 0.364
C -2.828 0.521 -1.399
H 0.185 -0.081 -0.265
C -1.958 1.681 -2.682
H 0.124 -0.331 0.531
H 0.204 -0.046 -0.759
C -2.397 0.519 0.828
H 0.113 0.492 -0.192
H -0.370 0.180 0.064
C 1.239 -0.579 -0.356
H -0.025 0.724 -0.375
H -0.215 0.087 -0.160
H 0.082 0.384 -0.034
H 0.395 0.082 0.265
H 0.171 0.477 0.280
H -3.403 -1.733 -4.693

- E (eV) = -81210.456
- max |F| (eV/Å) = 7.31
- HOMO-LUMO gap (eV) = 9.227
- total charge = +4